Below is a cluster of 3 separate species, C7H19NO in total at a distorted geometry, with properties calculated with ωB97M-V with the def2-TZVPD basis set.

The geometry in XYZ format:
```
28
Properties=species:S:1:pos:R:3:forces:R:3
C -1.864069 -0.352731 -0.550316 -1.649 -0.385 -0.531
C 0.088536 -0.986764 1.789273 -0.609 0.202 -0.597
C 0.998070 -1.607637 -0.404876 -0.840 0.281 -0.210
C -1.659979 0.017100 -1.984739 0.391 0.100 0.041
C -2.574496 0.654741 0.298659 0.360 0.111 0.174
N 0.394753 -0.591213 0.430727 -0.975 2.730 -1.119
H -2.186778 -1.377975 -0.392617 0.148 -0.085 0.081
H 0.994377 -1.300388 2.320159 -0.074 0.012 -0.150
H 0.322224 -2.463318 -0.481554 0.179 -0.278 0.022
H -0.650534 -1.791501 1.785361 0.042 -0.190 0.227
H -0.362152 -0.143576 2.309426 0.008 -0.007 0.126
H 1.133128 -1.217407 -1.410659 0.104 0.034 -0.001
H 1.970477 -1.915045 -0.004839 -0.127 0.040 0.057
H -1.937201 1.541373 0.456142 -0.188 0.059 0.023
H -0.899322 0.813144 -2.072598 -0.121 -0.019 -0.175
H -1.322250 -0.830525 -2.582600 0.061 0.013 0.014
H -2.573652 0.401267 -2.458929 0.015 0.066 0.049
H -2.828360 0.254503 1.281402 0.025 0.004 0.020
H -3.509125 1.010108 -0.157196 0.058 0.039 -0.039
C 1.930251 0.808080 0.737679 1.796 1.084 0.479
C 2.437706 1.143786 -0.624210 -0.143 0.008 0.102
O 1.250639 1.900869 1.276507 -0.374 0.157 -0.317
H 0.680800 1.662883 2.014628 0.169 -0.207 0.059
H 2.663473 0.391125 1.433140 -0.052 -0.153 -0.042
H -0.193937 0.261090 -0.045083 1.817 -3.520 1.707
H 3.147054 0.393060 -0.971359 -0.033 -0.041 -0.032
H 1.605507 1.208079 -1.342904 0.068 -0.025 -0.008
H 2.944863 2.116871 -0.648621 -0.056 -0.031 0.039
```
Forces are in eV/Å.

**Molar mass**: 133.2 g mol⁻¹
**HOMO-LUMO gap (alpha / beta)**: 7.54 / 5.84 eV
**HOMO (alpha / beta)**: -0.24702 / -0.18386 hartree
**E**: -407.8805 Ha

Atomic partial charges in e from the Löwdin method, atoms 1 to 5: number 1, C, carries -0.313; number 2, C, carries -0.106; number 3, C, carries -0.106; number 4, C, carries -0.145; number 5, C, carries -0.146